Formula: C18H15As4F24HgN3O6
Source: the Open Molecules 2025 dataset
Level of theory: wB97M-V/def2-TZVPD

Properties
LUMO (eV): 2.55
Spin multiplicity: 1
Highest occupied orbital energy (eV): -6.01
Total energy (a.u.): -12804.12170
Total charge: -2
ΔE to the lowest compared entry with this formula, charge and spin (kJ/mol): 446.17
HOMO-LUMO gap (eV): 8.56

Atoms and positions in Å:
Hg: 21.079 24.236 -6.388
As: 18.292 22.995 -9.281
F: 19.483 23.694 -8.204
F: 17.023 23.942 -8.315
F: 16.957 22.385 -10.349
F: 19.606 22.248 -10.258
F: 18.174 21.592 -8.217
F: 18.350 24.455 -10.279
As: 18.472 22.053 -4.119
F: 17.117 23.019 -4.844
F: 17.167 21.391 -2.953
F: 19.735 21.112 -3.408
F: 19.656 22.953 -5.208
F: 18.593 23.276 -2.892
F: 18.265 20.836 -5.445
As: 24.657 23.168 -4.936
F: 23.041 23.968 -5.393
F: 25.419 24.061 -6.243
F: 26.267 22.440 -4.407
F: 23.784 22.446 -3.650
F: 24.214 21.876 -6.177
F: 24.877 24.477 -3.742
As: 18.254 26.746 -5.147
F: 16.941 25.618 -5.815
F: 16.903 27.804 -4.529
F: 19.685 27.693 -4.449
F: 19.437 25.548 -5.785
F: 18.251 27.655 -6.667
F: 18.185 25.765 -3.553
C: 23.700 19.614 -11.100
C: 22.848 20.411 -11.850
C: 22.393 21.641 -11.315
C: 22.834 22.053 -10.075
C: 23.770 21.256 -9.358
C: 24.215 20.060 -9.874
N: 22.259 23.383 -9.601
O: 22.226 23.558 -8.393
O: 21.982 24.291 -10.453
H: 24.055 18.646 -11.423
H: 22.571 20.027 -12.821
H: 21.588 22.166 -11.807
H: 23.977 21.498 -8.326
H: 24.933 19.448 -9.348
C: 21.143 30.930 -9.197
C: 22.279 30.404 -9.783
C: 22.624 29.079 -9.567
C: 21.935 28.353 -8.637
C: 20.872 28.883 -7.965
C: 20.461 30.160 -8.238
N: 22.382 26.964 -8.349
O: 23.502 26.584 -8.634
O: 21.643 26.167 -7.802
H: 20.726 31.909 -9.382
H: 22.722 31.048 -10.528
H: 23.426 28.547 -10.056
H: 20.386 28.338 -7.169
H: 19.541 30.514 -7.799
C: 22.349 16.979 -4.202
C: 21.571 16.952 -5.368
C: 21.305 18.023 -6.250
C: 21.737 19.266 -5.832
C: 22.648 19.341 -4.716
C: 22.916 18.215 -3.917
N: 21.502 20.494 -6.703
O: 21.032 20.242 -7.839
O: 21.630 21.638 -6.304
H: 22.692 16.180 -3.561
H: 21.136 16.019 -5.696
H: 20.738 17.994 -7.168
H: 23.318 20.186 -4.675
H: 23.674 18.233 -3.148

Results of the Löwdin charge analysis, in e, for atoms 1 through 6: Hg 1.35; As 0.90; F -0.30; F -0.31; F -0.31; F -0.28